Version one
13
Properties=species:S:1:pos:R:3 method="wB97M-V/def2-TZVPD" total_charge=-1 smiles=OCCCS[S-] homo_ev=-2.39 orbital_gap_ha=0.2233
O 1.464 1.786 -0.224
C 1.383 1.350 1.346
C 0.172 0.627 1.714
C 0.224 -0.890 1.189
S -0.977 -1.387 -0.204
S -0.771 -0.150 -1.874
H 1.105 1.362 -1.156
H 2.376 0.985 1.638
H 1.102 2.256 1.731
H 0.407 0.482 2.783
H -0.802 1.105 1.619
H 1.198 -0.923 0.763
H 0.190 -1.486 2.174



Version two
13
Properties=species:S:1:pos:R:3 method="wB97M-V/def2-TZVPD" total_charge=-1 smiles=[O-]CCCSS homo_ev=-2.43 orbital_gap_ha=0.1919
O 0.394 2.425 -2.696
C 0.007 1.123 -2.525
C -0.641 0.920 -1.089
C 0.048 -0.226 -0.362
S -0.481 -0.103 1.347
S 0.594 -1.793 1.971
H -0.863 0.932 -3.256
H 0.812 0.325 -2.628
H -0.426 1.889 -0.701
H -1.737 0.758 -1.077
H -0.167 -1.217 -0.778
H 1.132 -0.008 -0.380
H -0.192 -2.663 1.143



Stability, lowest: version one



Version one
21
Properties=species:S:1:pos:R:3 method="wB97M-V/def2-TZVPD" smiles="C/C=C/C.O.O.O" homo_ev=-9.23 orbital_gap_ha=0.3671
C -1.042 1.591 -1.536
C -0.683 0.185 -1.458
C -1.679 -0.582 -1.011
C -1.533 -2.069 -0.953
H -1.889 1.830 -2.266
H -1.423 2.049 -0.566
H -0.176 2.284 -1.814
H 0.385 -0.075 -1.623
H -2.695 -0.178 -0.911
H -1.262 -2.337 0.045
H -2.515 -2.398 -1.243
H -0.753 -2.474 -1.632
O -0.140 0.503 1.694
H -0.090 -0.448 2.030
H -0.419 0.384 0.805
O 2.350 1.342 1.115
H 2.760 1.977 1.676
H 1.260 1.448 1.271
O 1.765 -1.202 1.150
H 2.526 -1.704 0.857
H 2.108 -0.250 1.459



Version two
21
Properties=species:S:1:pos:R:3 method="wB97M-V/def2-TZVPD" smiles=CCCCO.O.O homo_ev=-10.00 orbital_gap_ha=0.3872
C 0.691 -2.514 0.078
C 0.350 -1.071 0.254
C -1.225 -0.972 0.266
C -1.591 0.527 0.312
O -3.020 0.566 0.571
H 0.617 -3.208 0.919
H 1.754 -2.537 -0.231
H 0.219 -3.121 -0.730
H 0.845 -0.578 1.110
H 0.660 -0.563 -0.642
H -1.778 -1.416 -0.548
H -1.414 -1.564 1.148
H -1.291 0.986 -0.693
H -1.107 1.057 1.129
H -3.334 1.453 0.336
O 0.951 2.230 -0.860
H 1.916 2.219 -0.686
H 0.883 2.914 -1.581
O 2.938 0.585 -0.378
H 2.189 0.337 0.161
H 3.539 1.141 0.182



Stability, lowest: version one